--- a ---
The following is a quantum chemistry calculation of one molecule with the formula C2H7NSi, from OMol25.

HOMO energy in eV: -9.703
Lowest unoccupied orbital energy in Ha: 0.03597
Structure (SMILES): C=C[SiH2]N
Frontier orbital gap in eV: 10.7

Structure (ORCA input):
```
! wB97M-V def2-TZVPD RIJCOSX def2/J DEFGRID3
* xyz 0 1
C 1.907 0.320 -0.086
C 1.160 -0.715 0.229
Si -1.050 -0.648 -0.230
N -1.600 0.856 0.378
H 2.971 0.373 0.112
H 1.496 1.195 -0.567
H 1.552 -1.594 0.711
H -1.695 -1.684 0.573
H -1.180 -0.891 -1.670
H -1.000 1.662 0.322
H -2.561 1.126 0.229
*
```

natural (NBO) atomic charge list, values in e, 5 entries:
1. C -0.428
2. C -0.470
3. Si 1.248
4. N -1.297
5. H 0.191

--- b ---
The following is a quantum chemistry calculation of a 2-piece molecular cluster, C2H7NSi overall, from OMol25.

HOMO energy (spin up / spin down) in eV: -7.808 / -8.200
Lowest unoccupied orbital energy (spin up / spin down) in Ha: 0.00265 / 0.01210
Frontier orbital gap (spin up / spin down) in eV: 7.9 / 8.5

Structure (ORCA input):
```
! wB97M-V def2-TZVPD RIJCOSX def2/J DEFGRID3
* xyz 0 1
C 0.594 0.180 -1.651
C 0.098 0.924 0.738
N -0.043 0.752 -2.465
Si -0.333 -0.772 1.415
H 1.062 -0.840 -1.537
H 0.815 1.441 1.253
H -0.566 1.511 0.311
H -0.359 0.470 -3.416
H 0.057 -0.487 2.949
H 0.519 -1.925 1.039
H -1.843 -1.254 1.364
*
```

natural (NBO) atomic charge list, values in e, 5 entries:
1. C 0.203
2. C -0.798
3. N -0.649
4. Si 0.786
5. H 0.170

--- c ---
The following is a quantum chemistry calculation of a 2-piece molecular cluster, C2H7NSi overall, from OMol25.

HOMO energy in eV: -8.418
Lowest unoccupied orbital energy in Ha: 0.02486
Frontier orbital gap in eV: 9.1

Structure (ORCA input):
```
! wB97M-V def2-TZVPD RIJCOSX def2/J DEFGRID3
* xyz 0 1
C 1.061 1.628 -0.605
C 0.152 1.691 0.382
N -0.012 -2.008 -0.031
Si -1.034 -0.756 0.634
H 1.421 2.528 -1.080
H 1.179 0.656 -1.122
H -0.028 2.558 0.883
H 0.119 -2.236 -1.029
H 0.896 -2.368 0.409
H -2.088 -0.804 -0.322
H -1.667 -0.891 1.882
*
```

natural (NBO) atomic charge list, values in e, 5 entries:
1. C -0.494
2. C -0.378
3. N -1.308
4. Si 1.236
5. H 0.191

Name the most stable of them. a.

--- a ---
The following is a quantum chemistry calculation of a 11-piece molecular cluster, C44H66O22 overall, from OMol25.

HOMO energy in eV: -9.981
Lowest unoccupied orbital energy in Ha: -0.00930
Structure (SMILES): O=C1CCCO1.O=C1CCCO1.O=C1CCCO1.O=C1CCCO1.O=C1CCCO1.O=C1CCCO1.O=C1CCCO1.O=C1CCCO1.O=C1CCCO1.O=C1CCCO1.O=C1CCCO1
Frontier orbital gap in eV: 9.7

Structure (ORCA input):
```
! wB97M-V def2-TZVPD RIJCOSX def2/J DEFGRID3
* xyz 0 1
O 10.342 -23.090 8.919
C 9.699 -22.958 7.903
C 8.345 -23.547 7.663
C 7.752 -22.483 6.697
C 8.869 -21.704 6.051
O 9.972 -22.006 6.924
H 8.542 -24.555 7.299
H 7.789 -23.740 8.580
H 7.128 -23.028 5.988
H 7.095 -21.754 7.171
H 8.993 -22.209 5.094
H 8.766 -20.623 6.148
O 1.085 -27.512 0.441
C 1.922 -26.679 0.782
C 2.423 -26.469 2.109
C 3.767 -25.689 1.966
C 3.753 -25.197 0.530
O 2.622 -25.875 -0.024
H 1.596 -25.910 2.548
H 2.473 -27.466 2.546
H 3.712 -24.865 2.677
H 4.575 -26.387 2.183
H 3.614 -24.117 0.503
H 4.731 -25.386 0.088
O 3.907 -20.864 -2.893
C 2.761 -20.580 -3.041
C 2.013 -19.575 -2.229
C 0.885 -19.270 -3.127
C 0.755 -20.494 -4.036
O 2.103 -20.894 -4.079
H 1.730 -20.085 -1.309
H 2.647 -18.731 -1.957
H 0.082 -19.015 -2.435
H 1.309 -18.378 -3.588
H 0.011 -21.272 -3.867
H 0.463 -20.156 -5.030
O 16.300 -11.368 -2.692
C 15.378 -12.164 -2.369
C 14.700 -12.315 -0.943
C 14.074 -13.630 -1.161
C 13.972 -14.012 -2.675
O 14.863 -13.032 -3.262
H 15.387 -12.307 -0.097
H 14.047 -11.451 -0.825
H 14.369 -14.432 -0.484
H 13.028 -13.413 -0.944
H 14.360 -15.031 -2.668
H 12.971 -14.076 -3.100
O 2.522 -18.225 3.360
C 2.957 -17.522 4.255
C 3.767 -18.004 5.493
C 4.435 -16.624 5.867
C 3.331 -15.689 5.449
O 2.779 -16.157 4.269
H 3.086 -18.247 6.308
H 4.440 -18.833 5.274
H 4.620 -16.603 6.941
H 5.369 -16.559 5.309
H 2.565 -15.778 6.220
H 3.647 -14.658 5.295
O 10.540 -26.164 -4.890
C 9.541 -25.536 -5.243
C 8.248 -26.019 -5.919
C 7.273 -24.911 -5.529
C 8.197 -23.706 -5.327
O 9.495 -24.206 -5.089
H 8.571 -25.991 -6.960
H 8.092 -27.042 -5.576
H 6.606 -24.753 -6.377
H 6.728 -25.063 -4.598
H 8.367 -22.922 -6.065
H 7.803 -23.147 -4.479
O 10.705 -18.279 -6.160
C 11.523 -17.831 -6.967
C 12.505 -18.606 -7.779
C 12.545 -17.680 -8.949
C 12.222 -16.280 -8.449
O 11.543 -16.536 -7.283
H 13.434 -18.830 -7.254
H 12.208 -19.633 -7.993
H 13.538 -17.842 -9.367
H 11.860 -18.102 -9.686
H 13.202 -15.912 -8.147
H 11.766 -15.577 -9.147
O 8.391 -19.314 10.996
C 9.376 -18.625 10.540
C 10.815 -18.419 10.906
C 11.605 -17.511 9.840
C 10.385 -16.951 9.130
O 9.255 -17.766 9.478
H 10.746 -17.930 11.877
H 11.164 -19.407 11.207
H 12.100 -16.638 10.265
H 12.234 -18.035 9.121
H 10.167 -15.980 9.574
H 10.606 -16.690 8.095
O 14.261 -20.962 3.415
C 15.176 -20.498 4.107
C 15.368 -20.356 5.582
C 16.654 -19.574 5.660
C 17.334 -19.503 4.340
O 16.359 -20.147 3.428
H 14.572 -19.817 6.095
H 15.395 -21.339 6.052
H 16.392 -18.580 6.024
H 17.288 -20.087 6.383
H 17.618 -18.543 3.910
H 18.300 -20.003 4.408
O 14.195 -9.549 6.437
C 13.887 -10.751 6.173
C 12.453 -11.196 6.264
C 12.704 -12.729 6.149
C 14.051 -12.924 5.492
O 14.712 -11.692 5.727
H 11.906 -10.873 7.150
H 11.733 -10.868 5.514
H 12.938 -13.120 7.139
H 11.799 -13.129 5.692
H 14.673 -13.655 6.008
H 14.069 -13.210 4.441
O 9.541 -17.320 2.580
C 9.056 -17.776 1.557
C 9.919 -18.310 0.417
C 8.905 -19.107 -0.359
C 7.430 -18.615 0.073
O 7.691 -17.938 1.289
H 10.348 -17.474 -0.135
H 10.608 -18.968 0.946
H 9.039 -18.943 -1.428
H 9.060 -20.174 -0.203
H 6.883 -18.080 -0.703
H 6.793 -19.481 0.254
*
```

Mulliken atomic charge list, values in e, 5 entries:
1. O -0.580
2. C 0.490
3. C -0.374
4. C -0.528
5. C -0.292

--- b ---
The following is a quantum chemistry calculation of a 11-piece molecular cluster, C44H66O22 overall, from OMol25.

HOMO energy in eV: -9.487
Lowest unoccupied orbital energy in Ha: 0.00666
Structure (SMILES): O=C1CCCO1.O=C1CCCO1.O=C1CCCO1.O=C1CCCO1.O=C1CCCO1.O=C1CCCO1.O=C1CCCO1.O=C1CCCO1.O=C1CCCO1.O=C1CCCO1.O=C1CCCO1
Frontier orbital gap in eV: 9.7

Structure (ORCA input):
```
! wB97M-V def2-TZVPD RIJCOSX def2/J DEFGRID3
* xyz 0 1
O -3.054 -17.102 -9.622
C -3.580 -15.978 -9.515
C -3.629 -14.860 -10.563
C -4.241 -13.738 -9.743
C -5.024 -14.495 -8.699
O -4.252 -15.629 -8.422
H -2.687 -14.664 -11.110
H -4.378 -15.180 -11.296
H -3.528 -13.116 -9.205
H -4.844 -13.144 -10.427
H -5.048 -13.938 -7.798
H -6.026 -14.891 -8.903
O -8.359 -20.952 -12.149
C -9.058 -21.434 -11.348
C -9.769 -22.825 -11.379
C -10.283 -22.925 -9.951
C -10.366 -21.520 -9.429
O -9.383 -20.786 -10.185
H -10.579 -22.842 -12.087
H -8.976 -23.573 -11.607
H -11.241 -23.438 -9.810
H -9.583 -23.504 -9.335
H -11.274 -20.985 -9.639
H -10.134 -21.430 -8.402
O -11.686 -20.805 -15.963
C -11.105 -19.876 -16.515
C -11.384 -19.380 -17.882
C -10.579 -18.089 -18.080
C -9.570 -18.140 -16.929
O -10.122 -19.153 -15.951
H -10.957 -20.044 -18.579
H -12.436 -19.406 -18.036
H -10.177 -18.186 -19.100
H -11.291 -17.167 -18.058
H -8.602 -18.456 -17.223
H -9.529 -17.234 -16.364
O -9.361 -16.164 -13.974
C -10.202 -16.966 -13.605
C -10.201 -17.760 -12.345
C -11.283 -18.854 -12.676
C -12.062 -18.242 -13.784
O -11.284 -17.164 -14.320
H -9.262 -18.279 -12.218
H -10.348 -17.186 -11.425
H -10.712 -19.688 -13.113
H -12.024 -19.176 -11.972
H -12.247 -19.005 -14.571
H -13.056 -17.805 -13.527
O -3.949 -22.271 -15.264
C -4.261 -22.468 -14.132
C -5.615 -22.747 -13.568
C -5.345 -23.187 -12.133
C -3.937 -22.643 -11.844
O -3.300 -22.357 -13.100
H -6.058 -21.744 -13.660
H -6.124 -23.510 -14.111
H -5.994 -22.730 -11.392
H -5.323 -24.265 -12.076
H -3.897 -21.736 -11.241
H -3.389 -23.397 -11.242
O -0.623 -15.250 -11.847
C -0.756 -16.411 -12.177
C -1.959 -17.065 -12.867
C -1.692 -18.547 -12.628
C -0.175 -18.625 -12.585
O 0.229 -17.324 -12.091
H -2.888 -16.666 -12.581
H -1.762 -16.777 -13.916
H -2.109 -18.920 -11.729
H -2.158 -19.181 -13.461
H 0.192 -19.404 -11.923
H 0.134 -18.767 -13.644
O -7.654 -17.929 -19.883
C -6.578 -17.538 -19.483
C -5.645 -16.508 -20.014
C -4.329 -16.743 -19.256
C -4.861 -17.337 -17.990
O -6.015 -18.056 -18.351
H -5.451 -16.540 -21.058
H -6.086 -15.562 -19.799
H -3.632 -17.439 -19.754
H -3.698 -15.877 -19.030
H -4.190 -18.084 -17.530
H -5.163 -16.663 -17.162
O 1.745 -20.089 -6.634
C 0.872 -19.641 -7.373
C -0.458 -20.302 -7.707
C -1.003 -19.452 -8.850
C -0.400 -18.063 -8.538
O 0.843 -18.365 -7.882
H -0.307 -21.364 -7.836
H -1.049 -20.212 -6.772
H -0.626 -19.849 -9.773
H -2.073 -19.311 -8.972
H -0.139 -17.461 -9.455
H -1.087 -17.522 -7.839
O -2.765 -19.967 -17.641
C -1.933 -20.635 -17.023
C -1.693 -22.016 -17.206
C -0.948 -22.494 -15.969
C -0.279 -21.142 -15.612
O -1.074 -20.086 -16.160
H -2.659 -22.462 -17.264
H -1.187 -22.087 -18.160
H -1.642 -22.825 -15.228
H -0.168 -23.211 -16.150
H -0.232 -20.963 -14.572
H 0.728 -21.058 -16.115
O -5.685 -19.989 -11.903
C -5.548 -19.293 -12.889
C -6.669 -18.436 -13.567
C -5.862 -17.600 -14.590
C -4.723 -18.563 -14.905
O -4.467 -19.255 -13.669
H -7.380 -19.248 -13.930
H -7.243 -17.926 -12.731
H -6.434 -17.299 -15.511
H -5.443 -16.715 -14.038
H -5.042 -19.311 -15.603
H -3.739 -18.097 -15.120
O -3.451 -19.475 -6.326
C -4.463 -19.551 -6.932
C -4.806 -20.044 -8.265
C -6.272 -20.412 -8.266
C -6.807 -19.470 -7.190
O -5.658 -19.129 -6.334
H -4.559 -19.214 -8.934
H -4.206 -20.901 -8.481
H -6.752 -20.243 -9.241
H -6.473 -21.465 -8.023
H -7.240 -18.523 -7.604
H -7.622 -19.925 -6.624
*
```

Mulliken atomic charge list, values in e, 5 entries:
1. O -0.126
2. C 0.115
3. C 0.280
4. C -0.665
5. C -0.507

Name the most stable of them. b.

--- a ---
The following is a quantum chemistry calculation of an isolated ion of composition C2H3N2OS and charge +1, from OMol25.

HOMO energy (spin up / spin down) in eV: -14.662 / -14.646
Lowest unoccupied orbital energy (spin up / spin down) in Ha: -0.28797 / -0.29760
Structure (SMILES): O=N/[NH+]=C\C=S
Frontier orbital gap (spin up / spin down) in eV: 6.8 / 6.5

Structure (ORCA input):
```
! wB97M-V def2-TZVPD RIJCOSX def2/J DEFGRID3
* xyz 1 1
O 2.055 -1.781 0.017
N 1.220 -0.946 -0.029
N -0.046 -0.981 0.004
C -0.828 0.157 -0.004
C -0.303 1.413 0.005
S 1.342 1.784 0.002
H -0.555 -1.879 0.021
H -1.891 -0.013 -0.019
H -0.993 2.246 0.002
*
```

natural (NBO) atomic charge list, values in e, 5 entries:
1. O -0.147
2. N 0.343
3. N -0.344
4. C 0.095
5. C -0.434

--- b ---
The following is a quantum chemistry calculation of an isolated ion of composition C2H3N2OS and charge +1, from OMol25.

HOMO energy in eV: -13.967
Lowest unoccupied orbital energy in Ha: -0.23854
Frontier orbital gap in eV: 7.5

Structure (ORCA input):
```
! wB97M-V def2-TZVPD RIJCOSX def2/J DEFGRID3
* xyz 1 1
C -0.189 -1.677 0.000
C 0.359 0.902 -0.073
N -1.405 -1.223 0.077
N -2.040 -0.278 -0.154
O -2.930 0.456 -0.041
S 1.097 -0.550 -0.115
H 0.003 -2.732 0.023
H -0.628 1.151 0.253
H 1.010 1.742 -0.258
*
```

natural (NBO) atomic charge list, values in e, 5 entries:
1. C -0.375
2. C -0.579
3. N -0.009
4. N 0.473
5. O -0.147

--- c ---
The following is a quantum chemistry calculation of an isolated ion of composition C2H3N2OS and charge +1, from OMol25.

HOMO energy (spin up / spin down) in eV: -14.834 / -14.833
Lowest unoccupied orbital energy (spin up / spin down) in Ha: -0.21975 / -0.21971
Structure (SMILES): O=[n+]1[nH]ccs1
Frontier orbital gap (spin up / spin down) in eV: 8.9 / 8.9

Structure (ORCA input):
```
! wB97M-V def2-TZVPD RIJCOSX def2/J DEFGRID3
* xyz 1 1
O 1.750 -0.139 -1.832
N 1.030 -0.077 -0.884
N -0.314 -0.283 -0.835
C -0.898 -0.053 0.380
C -0.058 0.456 1.304
S 1.497 0.585 0.590
H -0.929 -0.795 -1.418
H -1.901 -0.352 0.396
H -0.177 0.657 2.299
*
```

natural (NBO) atomic charge list, values in e, 5 entries:
1. O -0.243
2. N 0.208
3. N -0.323
4. C 0.002
5. C -0.412

Name the most stable of them. c.

--- a ---
The following is a quantum chemistry calculation of C2H11N4 as an isolated structure, from OMol25.

HOMO energy in eV: -14.232
Lowest unoccupied orbital energy in Ha: -0.11131
Frontier orbital gap in eV: 11.2

Structure (ORCA input):
```
! wB97M-V def2-TZVPD RIJCOSX def2/J DEFGRID3
* xyz 1 1
C -0.090 0.265 -0.943
C 0.728 -0.403 0.312
N -1.361 -0.184 -0.921
N -0.094 1.652 -0.451
N 0.343 -1.791 0.354
N 0.243 0.381 1.475
H 0.441 0.185 -1.877
H 1.861 -0.231 0.329
H -1.764 -0.393 -1.888
H -1.360 -1.020 -0.343
H -0.923 1.970 -0.810
H 0.617 2.294 -0.896
H 0.600 -2.303 -0.536
H 0.732 -2.047 1.308
H -0.068 1.302 0.846
H -0.780 0.032 1.781
H 0.874 0.293 2.261
*
```

natural (NBO) atomic charge list, values in e, 5 entries:
1. C 0.088
2. C 0.086
3. N -0.876
4. N -0.804
5. N -0.873

--- b ---
The following is a quantum chemistry calculation of a 3-piece molecular cluster, C2H11N4 overall, from OMol25.

HOMO energy in eV: -12.424
Lowest unoccupied orbital energy in Ha: -0.15288
Frontier orbital gap in eV: 8.3

Structure (ORCA input):
```
! wB97M-V def2-TZVPD RIJCOSX def2/J DEFGRID3
* xyz 1 1
C 1.281 1.487 -0.276
C 1.014 0.133 -0.578
N 3.266 -0.104 0.139
N 0.226 -2.083 -0.683
N 0.595 -0.933 -0.389
N -4.239 0.052 1.332
H 0.566 2.409 -0.461
H 2.237 1.823 -0.756
H 1.390 1.434 0.825
H 4.051 -0.693 -0.206
H 3.266 -0.306 1.153
H 0.479 -2.966 -0.192
H 3.384 0.926 0.122
H -0.176 -2.446 -1.487
H -5.013 0.239 2.089
H -4.758 0.041 0.451
H -3.823 -0.857 1.450
*
```

natural (NBO) atomic charge list, values in e, 5 entries:
1. C -0.763
2. C 0.621
3. N -1.094
4. N -0.587
5. N -0.060

Name the most stable of them. a.